Entry 1:
The following is a DFT calculation (the ωB97M-V functional and the def2-TZVPD basis) of a 2-piece molecular cluster, C3H8NO overall.

Geometry as XYZ:
```
13
Properties=species:S:1:pos:R:3:forces:R:3
C 1.871 1.237 1.346 -1.94 0.38 0.91
N 1.321 1.422 0.212 0.11 -1.09 -1.42
H 1.187 0.824 2.086 0.14 0.48 0.41
H 2.839 1.578 1.718 0.31 -0.61 -0.97
H 0.260 1.174 -0.188 1.72 -0.43 1.27
H 1.919 1.350 -0.615 0.34 1.39 0.14
C -1.570 -1.944 -0.732 0.34 1.50 -0.05
C -1.127 -0.853 -0.107 -1.25 -1.16 -1.04
O -0.481 0.152 -0.885 -1.31 -0.08 0.10
H -2.093 -2.711 -0.184 -0.12 -0.07 -0.18
H -1.535 -1.887 -1.822 0.28 -0.95 0.19
H -1.567 -0.625 0.855 1.03 0.52 0.41
H -1.025 0.284 -1.684 0.35 0.12 0.24
```
Positions in Å, forces in eV/Å.

* charge: +1
* LUMO: -5.0 eV
* orbital gap: 8.956 eV
* relative energy (zero: lowest compared OMol25 entry of this formula, charge and spin): 52.8 kcal/mol
* max |F|: 0.04241 Eh/bohr
* HOMO level: -14.00 eV

***

Entry 2:
The following is a DFT calculation (the ωB97M-V functional and the def2-TZVPD basis) of an isolated ion of composition C3H8NO and charge +1.

Geometry as XYZ:
```
13
Properties=species:S:1:pos:R:3:forces:R:3
C -1.338 -0.077 0.110 0.72 3.22 -1.24
N 0.015 0.069 -0.428 3.90 -1.77 -2.63
C 1.096 1.078 -0.020 2.01 -0.06 -0.51
O 2.173 0.084 0.122 -1.80 0.89 -0.52
C 1.273 -0.988 0.005 -0.70 1.45 -0.03
H -2.016 0.662 -0.346 0.51 0.26 0.15
H -1.672 -0.940 -0.341 -0.96 -2.64 0.46
H -1.216 0.190 1.121 -0.73 -0.86 1.60
H 0.050 -0.146 -1.449 -0.41 0.92 0.72
H 1.497 1.955 -0.684 -1.53 -1.69 1.04
H 0.831 1.310 0.977 -0.42 1.19 0.91
H 0.961 -1.431 0.964 0.25 -0.32 -0.59
H 1.623 -1.561 -0.867 -0.86 -0.61 0.64
```
Positions in Å, forces in eV/Å.

* charge: +1
* LUMO: -3.7 eV
* orbital gap: 12.032 eV
* relative energy (zero: lowest compared OMol25 entry of this formula, charge and spin): 59.8 kcal/mol
* max |F|: 0.09781 Eh/bohr
* HOMO level: -15.72 eV

***

Entry 3:
The following is a DFT calculation (the ωB97M-V functional and the def2-TZVPD basis) of a 2-piece molecular cluster, C3H8NO overall.

Geometry as XYZ:
```
13
Properties=species:S:1:pos:R:3:forces:R:3
C 0.865 -1.905 -1.334 -1.34 0.02 -2.47
N 1.337 -0.973 -0.614 -0.21 -0.19 0.36
H 0.419 -1.690 -2.353 1.16 0.36 1.05
H 0.742 -2.975 -1.166 0.29 0.33 1.33
H 1.488 -1.062 0.390 0.40 -0.43 -0.08
H 1.476 -0.025 -0.961 -0.47 -0.08 -0.13
C -0.922 1.895 0.191 -0.56 0.07 -0.19
C -0.457 1.098 1.139 0.29 -0.99 -0.04
O -1.118 -0.065 1.489 -1.45 0.03 0.81
H -0.443 2.772 -0.191 0.53 0.36 0.22
H -1.918 1.730 -0.251 0.53 -0.22 0.37
H 0.489 1.045 1.697 -0.08 1.11 -0.58
H -1.957 0.156 1.965 0.91 -0.38 -0.66
```
Positions in Å, forces in eV/Å.

* charge: +1
* LUMO: -5.7 eV
* orbital gap: 7.623 eV
* relative energy (zero: lowest compared OMol25 entry of this formula, charge and spin): 45.5 kcal/mol
* max |F|: 0.05459 Eh/bohr
* HOMO level: -13.37 eV

***

Entry 4:
The following is a DFT calculation (the ωB97M-V functional and the def2-TZVPD basis) of a 3-piece molecular cluster, C3H8NO overall.

Geometry as XYZ:
```
13
Properties=species:S:1:pos:R:3:forces:R:3
C 1.277 0.727 -0.353 0.10 -1.10 1.06
C -0.909 0.163 0.228 -2.88 2.68 -0.35
C 1.816 -0.158 0.494 0.54 2.90 -1.01
N -0.024 0.325 -0.995 1.32 -1.78 -0.66
O -1.864 1.138 0.099 2.52 -2.56 0.05
H 1.539 1.737 -0.566 0.24 0.50 0.16
H -1.482 -2.520 0.951 -1.46 2.43 -0.75
H 1.454 -1.119 0.526 -0.93 -2.11 0.37
H -1.854 -1.772 0.737 1.29 -2.97 0.82
H 2.650 0.081 1.137 0.17 0.13 -0.24
H -0.286 1.046 -1.697 -0.20 -0.82 0.14
H 0.188 -0.686 -1.397 -1.10 2.60 0.53
H -2.504 1.037 0.836 0.39 0.11 -0.11
```
Positions in Å, forces in eV/Å.

* charge: +1
* LUMO: -5.1 eV
* orbital gap: 9.922 eV
* relative energy (zero: lowest compared OMol25 entry of this formula, charge and spin): 113.6 kcal/mol
* max |F|: 0.07684 Eh/bohr
* HOMO level: -14.99 eV

***

Entry 5:
The following is a DFT calculation (the ωB97M-V functional and the def2-TZVPD basis) of an isolated ion of composition C3H8NO and charge +1.

Geometry as XYZ:
```
13
Properties=species:S:1:pos:R:3:forces:R:3
C 1.023 -1.056 -0.268 -0.26 0.49 2.16
C -0.097 -0.043 0.045 -1.19 -4.30 0.76
N 0.425 1.272 0.382 -1.10 -0.25 1.19
C -1.537 -0.252 -0.307 0.42 0.20 -0.57
O -1.149 -0.467 1.063 1.67 0.91 -2.36
H 1.604 -0.691 -1.089 0.04 -0.38 -1.08
H 0.654 -2.077 -0.253 -0.34 0.11 -1.02
H 1.771 -1.161 0.546 -0.45 0.71 0.05
H 0.566 1.307 1.402 0.57 0.16 -0.30
H -0.287 1.905 0.174 -2.12 1.67 0.07
H 1.136 1.661 -0.190 1.88 -0.27 -0.46
H -2.106 0.625 -0.523 -0.41 1.00 0.44
H -2.003 -1.022 -0.981 1.30 -0.06 1.11
```
Positions in Å, forces in eV/Å.

* charge: +1
* LUMO: -3.9 eV
* orbital gap: 11.772 eV
* relative energy (zero: lowest compared OMol25 entry of this formula, charge and spin): 41.5 kcal/mol
* max |F|: 0.08800 Eh/bohr
* HOMO level: -15.70 eV

***

Entry 6:
The following is a DFT calculation (the ωB97M-V functional and the def2-TZVPD basis) of a 2-piece molecular cluster, C3H8NO2 overall.

Geometry as XYZ:
```
14
Properties=species:S:1:pos:R:3:forces:R:3
C -0.036 -0.227 -1.494 -1.11 1.60 2.29
C -0.712 -0.659 0.848 -1.73 -1.23 2.21
C 0.363 -0.207 0.000 1.04 1.22 -1.71
N 0.740 1.194 0.524 -1.18 1.10 -1.36
O 0.935 2.024 -0.392 0.41 -0.24 0.54
O 1.570 -0.842 0.279 1.34 -1.08 0.28
H -0.427 -1.148 -1.849 -0.14 -1.19 -0.01
H 0.698 0.158 -2.172 0.24 0.51 -0.17
H -0.930 0.430 -1.291 0.78 -0.09 -1.49
H -0.670 -1.739 1.096 -0.10 0.22 -0.50
H -1.707 -0.318 0.516 0.50 -0.46 0.11
H -0.541 -0.112 1.779 -0.29 -0.31 0.22
H -1.296 1.682 1.247 0.45 0.29 -0.12
H 2.012 -0.237 0.911 -0.21 -0.33 -0.30
```
Positions in Å, forces in eV/Å.

* charge: -1
* LUMO (alpha / beta): 4.1 / 4.2 eV
* orbital gap (alpha / beta): 5.827 / 6.900 eV
* relative energy (zero: lowest compared OMol25 entry of this formula, charge and spin): 152.2 kcal/mol
* max |F|: 0.05960 Eh/bohr
* HOMO level (alpha / beta): -1.71 / -2.71 eV

***

Entry 7:
The following is a DFT calculation (the ωB97M-V functional and the def2-TZVPD basis) of a 2-piece molecular cluster, C3H8NO2 overall.

Geometry as XYZ:
```
14
Properties=species:S:1:pos:R:3:forces:R:3
C 1.356 -1.222 -0.078 -2.47 -1.73 0.43
C -2.530 1.458 0.816 -1.35 0.17 -0.49
C 1.681 0.209 -0.341 -0.18 -0.85 0.51
N -2.809 0.864 -0.303 1.54 -0.39 -0.86
O -1.854 0.197 -1.020 -1.02 0.76 1.50
O 0.892 0.845 -1.287 0.06 1.18 0.16
H 2.269 -1.797 -0.100 0.21 -0.53 -0.20
H 0.893 -1.408 0.931 0.34 0.34 -0.85
H 0.566 -1.613 -0.801 1.24 0.32 0.65
H -0.006 0.498 -1.345 -1.21 0.02 0.81
H -3.385 2.058 1.203 0.63 -0.55 -0.03
H -1.613 1.474 1.395 0.51 -0.18 -0.31
H 2.577 0.193 -0.848 2.66 0.02 -0.81
H 1.955 0.550 0.684 -0.96 1.42 -0.49
```
Positions in Å, forces in eV/Å.

* charge: -1
* LUMO: 4.0 eV
* orbital gap: 6.690 eV
* relative energy (zero: lowest compared OMol25 entry of this formula, charge and spin): 101.2 kcal/mol
* max |F|: 0.05924 Eh/bohr
* HOMO level: -2.67 eV

***

Entry 8:
The following is a DFT calculation (the ωB97M-V functional and the def2-TZVPD basis) of an isolated ion of composition C3H8NO2 and charge +1.

Geometry as XYZ:
```
14
Properties=species:S:1:pos:R:3:forces:R:3
C 0.256 1.513 0.481 -2.78 -0.45 1.36
C -0.393 0.141 0.276 2.88 -1.37 0.93
N -0.826 -0.133 -1.163 -0.37 1.72 -0.69
C 0.717 -0.968 0.375 4.42 1.74 0.99
O 1.958 -0.668 0.456 -5.76 -1.78 -0.31
O 0.213 -2.235 0.416 0.69 1.95 0.34
H 0.232 1.933 1.519 -0.35 -0.94 -0.70
H 1.237 1.421 0.243 2.89 0.28 -1.24
H -0.347 2.159 -0.095 -0.16 1.41 -0.89
H -1.064 -0.023 1.119 -1.00 -0.52 -1.01
H -0.167 0.393 -1.836 -1.05 -1.21 1.16
H -1.761 0.207 -1.347 -0.46 0.75 -0.05
H -0.948 -1.116 -1.421 0.78 -0.26 0.24
H 0.892 -2.623 0.978 0.27 -1.34 -0.12
```
Positions in Å, forces in eV/Å.

* charge: +1
* LUMO: -4.2 eV
* orbital gap: 11.206 eV
* relative energy (zero: lowest compared OMol25 entry of this formula, charge and spin): 44.9 kcal/mol
* max |F|: 0.11732 Eh/bohr
* HOMO level: -15.36 eV

***

Entry 9:
The following is a DFT calculation (the ωB97M-V functional and the def2-TZVPD basis) of a 2-piece molecular cluster, C3H8NO2 overall.

Geometry as XYZ:
```
14
Properties=species:S:1:pos:R:3:forces:R:3
C -0.972 -1.894 -0.114 -3.86 -2.44 -0.87
C 3.165 0.711 0.237 1.83 -0.13 -1.54
C -1.737 0.432 -0.227 1.27 -1.55 -0.04
N -0.695 -0.693 -0.018 0.26 3.17 0.69
O 2.122 0.109 0.303 0.31 0.59 0.27
O -1.303 1.459 0.529 1.03 -0.70 1.61
H -2.096 -2.139 -0.416 2.38 0.64 0.51
H -0.431 -2.812 0.068 1.00 0.51 0.16
H 4.079 0.396 -0.345 -0.92 -1.06 0.13
H 3.507 1.693 0.574 -1.44 0.55 1.11
H -1.631 0.660 -1.282 -0.96 -0.21 -0.34
H -2.602 0.002 0.231 -1.18 -0.22 -0.71
H 0.144 -0.184 0.326 0.61 -1.18 -0.21
H -1.550 2.260 0.133 -0.34 2.01 -0.77
```
Positions in Å, forces in eV/Å.

* charge: +1
* LUMO: -4.6 eV
* orbital gap: 9.318 eV
* relative energy (zero: lowest compared OMol25 entry of this formula, charge and spin): 79.8 kcal/mol
* max |F|: 0.09027 Eh/bohr
* HOMO level: -13.93 eV

***

Entry 10:
The following is a DFT calculation (the ωB97M-V functional and the def2-TZVPD basis) of a 2-piece molecular cluster, C3H8NO2 overall.

Geometry as XYZ:
```
14
Properties=species:S:1:pos:R:3:forces:R:3
O 0.699 -0.147 1.766 0.42 -0.37 -0.68
C -0.024 0.111 2.669 -1.31 0.55 1.05
O -1.335 -0.222 2.706 0.67 -0.07 -0.41
H 0.201 0.705 3.561 0.79 0.00 0.01
H -1.671 0.143 3.533 -0.47 -0.14 0.05
C 0.853 -0.234 -2.509 1.24 1.97 0.46
C -0.734 0.243 -0.683 -0.09 0.81 -0.63
N 0.419 -0.095 -1.095 -0.14 -1.76 0.21
H -0.003 -0.153 -3.166 0.06 -0.44 -0.08
H 1.489 -1.114 -2.558 -0.63 -0.36 -0.20
H 1.558 0.587 -2.731 -0.41 -0.14 0.00
H -1.269 0.962 -1.300 -0.46 -0.54 -0.15
H -1.151 -0.147 0.238 0.38 0.47 0.27
H 0.967 -0.641 -0.428 -0.06 0.02 0.09
```
Positions in Å, forces in eV/Å.

* charge: +1
* LUMO: -5.0 eV
* orbital gap: 10.186 eV
* relative energy (zero: lowest compared OMol25 entry of this formula, charge and spin): 39.5 kcal/mol
* max |F|: 0.04613 Eh/bohr
* HOMO level: -15.19 eV

***

> Look up the max |F| of the ninth one.

0.09027 Eh/bohr

***

> Which formula does entry 1 have?

C3H8NO